Record 1
Molecular formula: C5H13N3
Method: DFT, ωB97M-V/def2-TZVPD

**Total energy**: -9865.5632 eV
**ΔE to the lowest compared entry with this formula, charge and spin**: 18.5 kcal/mol
**Orbital gap**: 9.78 eV
**Highest occupied orbital energy**: -8.8 eV
**Structure (SMILES)**: CC1(C)N[C@H](N)[C@@H]1N

Geometry (Å):
C  -1.62  -0.96  -0.44
N  -0.40  1.19  -0.43
H  -2.19  0.64  1.72
C  -0.66  -0.05  0.33
H  -0.80  2.03  -0.01
H  1.45  1.76  0.55
H  1.24  -2.37  -0.33
C  -1.18  0.22  1.74
H  -1.67  -1.95  0.02
H  -0.54  0.94  2.28
H  1.31  0.43  -2.10
C  0.89  -0.40  0.32
H  1.72  1.99  -1.91
C  1.10  1.04  -0.20
H  1.34  -0.59  1.30
H  -1.32  -1.08  -1.49
H  -1.20  -0.70  2.33
H  -2.63  -0.54  -0.45
H  2.16  -1.24  -1.08
N  1.77  1.08  -1.46
N  1.23  -1.42  -0.70

Now the natural (NBO) charges, all in e: -0.615 -0.659 0.209 0.118 0.350 0.183 0.367 -0.624 0.200 0.203 0.377 -0.072 0.365 0.104 0.179 0.232 0.211 0.208 0.376 -0.849 -0.863

Record 2
Molecular formula: C5H13N3
Method: DFT, ωB97M-V/def2-TZVPD

**Total energy**: -9865.6106 eV
**ΔE to the lowest compared entry with this formula, charge and spin**: 17.4 kcal/mol
**Orbital gap**: 8.10 eV
**Highest occupied orbital energy**: -7.1 eV
**Structure (SMILES)**: CCNC(C)=C(N)N

Geometry (Å):
H  -1.16  0.32  3.10
C  0.88  0.10  -1.39
N  0.52  -0.03  -2.74
H  2.64  -0.79  -1.83
H  -0.32  0.48  -2.97
H  -2.02  -0.01  -0.98
H  1.28  0.25  -3.37
C  -1.21  -0.53  2.42
H  1.40  0.83  1.00
H  2.43  -0.49  -0.21
H  0.92  -0.86  2.33
H  -1.48  1.58  -1.54
N  2.24  -0.16  -1.15
N  0.41  0.64  0.94
H  -1.38  -1.44  3.00
C  0.10  -0.66  1.64
H  -2.05  -0.39  1.75
H  -1.84  1.33  0.16
H  0.03  -1.55  0.99
C  -1.41  0.87  -0.72
C  0.02  0.49  -0.43

Now the natural (NBO) charges, all in e: 0.210 0.312 -0.828 0.373 0.380 0.206 0.368 -0.611 0.357 0.376 0.181 0.200 -0.836 -0.626 0.202 -0.223 0.203 0.231 0.180 -0.647 -0.008

Record 3
Molecular formula: C5H13N3
Method: DFT, ωB97M-V/def2-TZVPD

**Total energy**: -9862.8808 eV
**ΔE to the lowest compared entry with this formula, charge and spin**: 80.4 kcal/mol
**Orbital gap**: 8.95 eV
**Highest occupied orbital energy**: -8.0 eV

Geometry (Å):
H  -0.10  1.25  -1.21
N  2.30  -0.40  0.33
C  -1.16  -1.25  -1.50
H  -2.22  -1.11  -1.25
H  -1.54  -1.81  1.11
C  -0.35  2.72  0.83
H  0.67  3.11  0.94
H  1.65  -0.16  -1.63
H  2.47  -1.31  0.77
C  -0.31  -0.79  -0.34
H  -1.00  -2.31  -1.71
H  -0.11  -1.06  1.82
H  1.93  0.22  1.05
N  -0.38  1.27  0.89
H  0.08  -2.51  0.87
H  -0.97  -0.68  -2.41
H  -0.77  3.12  -0.11
N  1.35  -0.54  -0.73
C  -0.11  0.68  -0.27
H  -0.96  3.13  1.63
C  -0.49  -1.58  0.93

Now the natural (NBO) charges, all in e: 0.165 -0.645 -0.630 0.232 0.236 -0.431 0.183 0.384 0.344 0.142 0.220 0.249 0.350 -0.560 0.219 0.217 0.162 -0.492 0.110 0.196 -0.652

Record 4
Molecular formula: C5H13N3O
Method: DFT, ωB97M-V/def2-TZVPD

**Total energy**: -11912.9402 eV
**ΔE to the lowest compared entry with this formula, charge and spin**: 38.7 kcal/mol
**Orbital gap**: 9.66 eV
**Highest occupied orbital energy**: -8.7 eV
**Structure (SMILES)**: [H]/N=C/C(N)=O.CC(C)N

Geometry (Å):
O  -0.40  -2.40  -0.59
H  2.27  0.93  -1.80
H  -1.76  1.08  -0.88
H  1.20  -2.67  1.38
H  -2.12  0.37  2.26
N  0.41  -2.07  1.50
H  -1.06  -0.24  -1.61
N  -0.97  0.44  -0.86
C  -1.46  -0.77  0.82
N  -1.27  -0.07  1.89
H  -0.10  1.58  1.18
H  1.52  -0.55  -1.20
H  0.29  -1.50  2.33
H  0.98  0.14  -2.73
H  1.38  0.76  0.86
H  -2.43  -0.95  0.35
C  -0.45  -1.85  0.49
H  1.42  2.47  0.40
C  0.80  1.57  0.43
C  0.31  1.21  -0.96
C  1.33  0.38  -1.73
H  0.10  2.13  -1.54

Now the natural (NBO) charges, all in e: -0.637 0.214 0.371 0.402 0.346 -0.812 0.392 -0.772 0.104 -0.783 0.253 0.219 0.427 0.207 0.209 0.176 0.607 0.211 -0.647 -0.044 -0.617 0.175

Record 5
Molecular formula: C5H13N3O
Method: DFT, ωB97M-V/def2-TZVPD

**Total energy**: -11909.8512 eV
**ΔE to the lowest compared entry with this formula, charge and spin**: 109.9 kcal/mol
**Orbital gap**: 9.87 eV
**Highest occupied orbital energy**: -8.8 eV
**Structure (SMILES)**: C=NOCN(N)C(C)C

Geometry (Å):
H  1.21  2.57  0.08
N  -2.20  -0.17  0.09
H  -3.19  -1.92  0.60
H  -1.10  1.34  -1.65
C  1.55  1.71  0.66
H  0.74  -1.73  -1.58
C  -0.69  0.34  -1.73
N  0.53  0.24  -1.08
C  -2.79  -0.95  0.89
H  -3.00  -0.57  1.88
H  1.88  -0.69  -2.23
O  -1.82  -0.62  -1.12
H  -0.44  0.96  0.86
C  0.54  0.58  0.56
H  1.24  -0.37  2.36
H  1.75  -1.16  0.87
H  2.51  1.38  0.26
H  0.09  -1.36  1.42
C  0.91  -0.65  1.36
H  -0.67  -0.03  -2.76
N  1.30  -0.89  -1.42
H  1.65  2.02  1.70

Now the natural (NBO) charges, all in e: 0.211 -0.138 0.166 0.192 -0.615 0.346 0.085 -0.320 -0.171 0.186 0.358 -0.447 0.230 -0.025 0.215 0.236 0.210 0.215 -0.651 0.194 -0.679 0.203

Record 6
Molecular formula: C5H13N3O
Method: DFT, ωB97M-V/def2-TZVPD

**Total energy**: -11914.6166 eV
**ΔE to the lowest compared entry with this formula, charge and spin**: 0.0 kcal/mol
**Orbital gap**: 10.06 eV
**Highest occupied orbital energy**: -9.3 eV
**Structure (SMILES)**: C[C@H](C(N)=O)C(C)(N)N

Geometry (Å):
H  -2.01  -0.37  1.48
H  1.48  1.51  -0.24
H  1.62  -1.55  1.68
C  0.41  -0.80  0.08
C  -2.05  -0.46  0.40
H  -1.63  0.78  -2.01
N  -0.47  1.51  0.20
H  2.95  1.13  -1.16
H  1.15  0.13  1.90
H  -0.02  -1.16  2.18
H  -1.20  2.14  -0.11
C  0.81  -0.84  1.55
O  2.28  -1.27  -1.44
N  -0.92  0.12  -1.70
H  0.14  -1.80  -0.27
H  -0.06  0.27  -2.20
N  2.12  0.84  -0.67
H  -2.91  0.10  0.03
C  1.73  -0.44  -0.74
C  -0.74  0.15  -0.28
H  -2.19  -1.50  0.11
H  -0.47  1.53  1.22

Now the natural (NBO) charges, all in e: 0.200 0.426 0.230 -0.320 -0.624 0.358 -0.878 0.401 0.202 0.210 0.367 -0.612 -0.625 -0.839 0.242 0.376 -0.857 0.202 0.677 0.278 0.221 0.364

Record 7
Molecular formula: C5H13N3O
Method: DFT, ωB97M-V/def2-TZVPD

**Total energy**: -11911.3943 eV
**ΔE to the lowest compared entry with this formula, charge and spin**: 74.3 kcal/mol
**Orbital gap**: 8.96 eV
**Highest occupied orbital energy**: -8.5 eV

Geometry (Å):
H  2.68  1.48  -1.15
C  -1.45  0.00  0.93
H  1.80  2.81  -1.78
O  0.86  -0.12  1.64
H  -0.25  -1.76  1.25
C  1.19  2.06  0.05
H  0.21  -2.29  -2.32
C  -0.07  -2.23  -1.27
N  -1.46  1.05  1.80
H  1.47  -0.86  -0.67
H  0.40  -3.06  -0.75
H  -0.02  -0.07  -1.28
N  1.93  2.15  -1.01
H  -1.15  -2.37  -1.21
H  -2.39  -1.04  -0.38
N  -2.49  -0.24  0.23
H  1.14  0.79  1.09
C  0.37  -0.90  -0.68
C  -0.10  -0.73  0.88
H  -2.35  1.44  2.04
H  0.39  2.81  0.08
H  -0.73  1.04  2.50

Now the natural (NBO) charges, all in e: 0.392 0.420 0.380 -0.805 0.186 -0.036 0.206 -0.607 -0.825 0.197 0.206 0.198 -0.693 0.197 0.332 -0.759 0.439 -0.417 0.042 0.392 0.148 0.407

Record 8
Molecular formula: C5H13N3O
Method: DFT, ωB97M-V/def2-TZVPD

**Total energy**: -11912.9493 eV
**ΔE to the lowest compared entry with this formula, charge and spin**: 38.4 kcal/mol
**Orbital gap**: 9.61 eV
**Highest occupied orbital energy**: -8.7 eV
**Structure (SMILES)**: CC(C)[C@@H](N)NC(N)=O

Geometry (Å):
H  -1.82  -0.57  2.50
C  0.85  1.22  -1.64
H  -1.88  0.60  -1.48
H  1.86  -1.35  -1.58
N  -0.85  -0.55  2.78
C  -1.44  1.14  -0.63
H  1.91  1.01  -1.47
N  1.43  -1.61  -0.70
H  -0.19  -2.42  1.03
H  -2.04  0.91  0.26
O  1.24  -0.19  1.95
H  0.40  1.42  0.38
H  2.04  -1.36  0.08
H  0.77  2.30  -1.81
H  -0.53  -1.28  -1.34
H  -0.62  0.12  3.50
H  -1.57  2.21  -0.82
C  0.03  0.78  -0.42
C  0.07  -0.54  1.74
H  0.53  0.71  -2.56
N  -0.35  -1.46  0.74
C  0.16  -1.08  -0.51

Now the natural (NBO) charges, all in e: 0.392 -0.623 0.198 0.368 -0.809 -0.626 0.207 -0.847 0.398 0.199 -0.635 0.219 0.391 0.208 0.180 0.391 0.206 -0.265 0.804 0.193 -0.730 0.180

Record 9
Molecular formula: C5H13N3O2
Method: DFT, ωB97M-V/def2-TZVPD

**Total energy**: -13956.8344 eV
**ΔE to the lowest compared entry with this formula, charge and spin**: 119.9 kcal/mol
**Orbital gap**: 9.66 eV
**Highest occupied orbital energy**: -9.3 eV
**Structure (SMILES)**: CC[C@@](N)(C[N+](=O)[O-])NC

Geometry (Å):
N  -1.31  0.63  -1.11
N  -1.07  -0.38  0.92
O  2.04  -0.52  -2.24
H  -0.43  -2.08  -1.22
H  -1.31  0.29  -2.09
H  -1.30  1.72  -1.17
H  -0.43  -2.30  1.64
H  0.45  -1.12  2.40
H  1.61  0.42  0.50
C  0.82  1.00  0.10
C  -0.49  -1.27  1.98
H  -0.34  1.49  1.77
O  0.21  -0.65  -3.31
H  1.21  2.32  1.61
N  0.88  -0.78  -2.30
H  -1.84  -0.84  0.37
H  -1.30  -1.37  2.74
H  -0.14  2.83  0.62
H  1.20  1.51  -0.79
C  0.37  -1.27  -0.98
C  0.33  2.03  1.18
H  1.20  -1.67  -0.42
C  -0.35  0.03  -0.20

Now the natural (NBO) charges, all in e: -0.895 -0.643 -0.374 0.220 0.397 0.382 0.176 0.209 0.193 -0.417 -0.437 0.228 -0.404 0.208 0.533 0.387 0.215 0.198 0.219 -0.333 -0.611 0.234 0.313

Record 10
Molecular formula: C5H13N3S
Method: DFT, ωB97M-V/def2-TZVPD

**Total energy**: -20684.9943 eV
**Total charge**: +2
**ΔE to the lowest compared entry with this formula, charge and spin**: 0.0 kcal/mol
**Orbital gap**: 9.83 eV
**Highest occupied orbital energy**: -17.5 eV

Geometry (Å):
H  0.70  -1.51  -3.14
H  1.80  -1.75  -1.86
C  -0.19  -1.91  -1.53
H  1.72  0.89  -0.20
H  -1.54  -1.17  -2.93
C  0.78  2.50  0.76
H  0.97  3.05  1.68
C  0.53  0.22  1.56
S  -0.98  2.19  0.59
C  -0.84  0.57  1.06
H  -2.18  -1.82  -1.33
H  0.70  0.65  2.64
H  0.00  -2.36  -0.50
N  0.90  -1.62  -2.21
H  2.44  1.28  1.30
H  1.02  3.08  -0.10
H  -1.98  -0.94  1.79
N  -1.38  -1.65  -1.98
H  0.81  -0.91  1.60
H  -2.81  0.16  0.83
N  -1.91  -0.15  1.21
C  1.44  1.21  0.75

Now the natural (NBO) charges, all in e: 0.415 0.443 0.392 0.219 0.460 -0.529 0.266 -0.515 0.506 0.187 0.452 0.307 0.240 -0.683 0.270 0.269 0.436 -0.719 0.264 0.433 -0.701 -0.410

Q: The lowest total energy belongs to which entry?
A: C5H13N3S

Q: Which of these has the highest highest occupied orbital energy?
A: number 2